Model i:
Below is one molecule with the formula C2H5O2P, with properties calculated with the ωB97M-V functional and the def2-TZVPD basis.

SMILES ... COPC=O

Atoms and positions in Å:
C 0.7469 -0.7006 -0.4727
O -0.3839 -0.0807 -0.0355
P -0.4293 1.5868 0.1582
C -2.2063 1.6050 0.8178
O -2.7118 2.6525 1.0413
H 0.6797 -1.7945 -0.1527
H 1.6730 -0.3471 -0.0176
H 0.9828 -0.6017 -1.6618
H 0.1809 1.5073 1.4957
H -2.8986 0.6987 0.8330

***

Model ii:
Below is C2H5O2P as an isolated structure, with properties calculated with the ωB97M-V functional and the def2-TZVPD basis.

Atoms and positions in Å:
C -0.1420 -0.0273 0.9940
C -0.1517 -0.3381 -0.4791
O -1.6226 2.0443 -1.5594
O -0.5241 1.3353 1.0479
P -0.5239 1.4356 -0.8944
H -0.8560 -0.4513 1.6093
H 0.7994 0.0571 1.5614
H 0.7231 -0.6172 -0.8609
H -0.9946 -1.0817 -0.8935
H 0.7696 2.0481 -1.2633

***

model ii is favored, and the nearest alternative lies 0.0153 hartree above it.

***

Model i:
Below is C4H10NO3 as an isolated structure, with properties calculated with the ωB97M-V functional and the def2-TZVPD basis.

Net charge ... -1

Atoms and positions in Å:
C -1.1571 0.0254 -0.4083
C -1.2728 1.2206 0.5519
N 0.0247 1.6720 1.3727
C -0.0680 0.6315 2.0982
C 1.0509 -2.2884 -1.6010
O 2.0566 -1.5622 -1.7605
O 0.6076 -3.2150 -2.3001
H -1.0999 -0.9224 0.1211
H -2.0194 0.0283 -1.0726
H -0.2416 0.1116 -0.9908
H -2.1530 1.1359 1.1933
H -1.4289 2.0883 -0.0886
H -0.3645 0.6938 3.1708
H 0.4155 -0.3359 1.8607
H 0.5223 -2.1996 -0.6049
H 1.2802 1.3604 0.0344
H 1.9702 0.2952 -0.8425
O 1.8772 1.2607 -0.7338

***

Model ii:
Below is a 2-piece molecular cluster, C4H10NO3 overall, with properties calculated with the ωB97M-V functional and the def2-TZVPD basis.

Net charge ... -1

Atoms and positions in Å:
C 2.0167 0.8571 0.0135
C 1.5480 -0.0205 -1.1419
N 0.4214 -0.7871 -0.9118
C 0.0804 -1.0827 0.5246
C -0.6850 0.2493 1.5433
O -1.4316 -0.4219 2.3964
O 2.0861 -0.0548 -2.2378
H 2.2392 0.1512 0.8458
H 1.2435 1.5399 0.3079
H 2.9203 1.3398 -0.3692
H 0.0662 -1.3969 -1.6190
H -0.8312 -1.7586 0.5823
H 0.7622 -1.8063 0.8481
H 0.3105 0.4131 1.9969
H -1.3219 0.8938 0.9604
H -3.0416 1.5030 0.2815
H -2.5319 0.4141 -0.7110
O -3.2845 0.9629 -0.4701

***

Model iii:
Below is a 2-piece molecular cluster, C4H10NO3 overall, with properties calculated with the ωB97M-V functional and the def2-TZVPD basis.

Net charge ... -1

Atoms and positions in Å:
C -0.4576 0.5626 -0.2149
C 0.8302 1.3078 -0.0389
C 1.4753 1.7169 -1.2848
O 2.6218 2.0913 -1.4750
N -0.2361 -0.8577 0.0386
C -1.2898 -1.8431 -0.4694
O -0.8594 -2.7077 -1.3034
H -0.8923 0.6961 -1.1892
H -1.2981 0.9835 0.3738
H 1.4931 0.5143 0.4510
H 0.6714 2.0833 0.7206
H 0.8699 2.0721 -2.1920
H 0.6065 -1.0213 -0.4190
H -1.5708 -2.2799 0.5589
H -2.3571 -1.2280 -0.8042
H -0.4068 -0.1730 2.3579
H 0.3438 -1.3957 2.1415
O 0.4559 -0.5216 2.7487

***

model ii is favored, and the nearest alternative lies 0.0213 hartree above it.

***

Model i:
Below is one molecule with the formula C8H9BrN2O2, with properties calculated with the ωB97M-V functional and the def2-TZVPD basis.

SMILES ... CO[C@H](Br)NC(=O)c1ccccn1

Atoms and positions in Å:
C 2.3626 -2.3410 -0.0866
O 3.1456 -1.2519 0.3220
C 2.7778 -0.1125 -0.3457
Br 4.1660 1.2653 0.1209
N 1.5288 0.4608 0.0357
C 0.4956 0.4382 -0.8116
O 0.5652 0.0352 -1.9475
C -0.7548 1.0729 -0.2578
C -1.8422 1.0785 -1.1715
C -3.0551 1.6125 -0.7240
C -3.1604 2.0039 0.6002
C -2.0256 1.9634 1.3770
N -0.8752 1.4674 0.9917
H 2.8637 -3.1726 0.2157
H 2.2296 -2.1922 -1.2490
H 1.3928 -2.2509 0.2307
H 2.8917 -0.3846 -1.4887
H 1.6195 1.0526 0.8707
H -1.7332 0.9786 -2.1763
H -3.8631 1.7383 -1.4215
H -4.2278 2.1044 1.0189
H -1.9347 2.1426 2.3953

***

Model ii:
Below is C8H9BrN2O2 as an isolated structure, with properties calculated with the ωB97M-V functional and the def2-TZVPD basis.

Atoms and positions in Å:
C -1.1235 1.5665 1.9419
C -1.4584 0.6223 1.0139
C 0.2000 1.8796 2.1374
C -0.5586 -0.0496 0.2033
C 0.7533 0.2778 0.5560
C -1.5306 0.0101 -2.0219
C -0.8610 -0.9757 -1.0075
C 2.3721 -0.4375 -0.1797
N 1.1114 1.1674 1.4351
N 2.2485 -1.8318 0.1668
O 1.8335 -2.5717 -0.6814
O 2.5027 -2.0578 1.3224
Br 2.3019 -0.1864 -2.0297
H -2.0435 1.9465 2.4195
H -2.5853 0.4955 0.8415
H 0.4875 2.6271 2.9077
H -0.7122 0.5095 -2.7007
H -2.2782 0.7404 -1.6044
H -2.1459 -0.5948 -2.8523
H 0.0090 -1.4224 -1.3413
H -1.5977 -1.7447 -0.8480
H 3.0752 0.0295 0.3211

***

model i is favored, and the nearest alternative lies 0.1509 hartree above it.